Molecular formula: C6H16N2O2
Method: DFT, ωB97M-V with the def2-TZVPD basis set

```
! RIJCOSX wB97M-V def2-TZVPD def2/J DEFGRID3
* xyz 0 1
C 3.89 -0.47 -0.50
C 2.38 -0.69 0.01
C 2.08 -0.21 1.51
C 0.14 -0.29 -0.50
C -0.64 0.83 0.31
C -2.22 0.68 0.22
H 4.59 0.47 0.07
H 4.67 -1.81 -0.73
H 3.40 -0.31 -1.73
H 2.04 -1.86 -0.04
H 2.23 0.98 1.32
H 0.93 -0.13 1.97
H 2.73 -0.82 2.04
H 1.75 0.44 -1.49
H -0.08 -1.06 0.47
H -0.42 -0.67 -1.33
H -0.24 0.74 1.43
H 0.57 1.92 -0.82
H -2.61 1.76 0.51
H -2.19 0.59 -0.84
H -4.69 -1.01 -0.67
H -3.57 -2.37 0.10
N 1.36 0.03 -0.55
N -3.51 -1.46 -0.54
O -0.44 2.13 -0.46
O -3.04 -0.38 0.58
*
```

The total energy is -497.73965 a.u. The value obtained for the energy above the lowest of the compared OMol25 structures with the same formula, charge and spin is 322.0 kcal per mole. The value obtained for the gap between HOMO and LUMO is 8.90 eV. As for the molar mass: 148.21 g mol⁻¹. As for the LUMO energy: 0.0209 Ha.

Okay, here come the Mulliken numbers, in e, for every atom: C -0.925; C 0.195; C -1.039; C -1.394; C 0.717; C -0.783; H 0.253; H 0.263; H 0.215; H 0.248; H 0.279; H 0.162; H 0.437; H 0.242; H 0.279; H 0.492; H 0.058; H 0.359; H 0.234; H 0.427; H 0.317; H 0.282; N 0.118; N -0.474; O -0.584; O -0.378

***

Molecular formula: C6H16N2PS
Method: DFT, ωB97M-V with the def2-TZVPD basis set

```
! RIJCOSX wB97M-V def2-TZVPD def2/J DEFGRID3
* xyz 1 1
C 1.04 1.84 -0.81
N -0.08 0.92 -0.91
C -1.32 1.43 -0.36
C 0.48 -0.55 -0.25
N 0.37 -0.71 1.21
C -0.63 -1.81 1.61
C 1.63 -0.77 1.94
S 2.02 -0.98 -0.96
P 0.21 -1.76 -1.57
C -0.33 -1.07 -3.15
H 0.65 2.89 -1.03
H 1.42 1.69 0.20
H 1.72 1.52 -1.51
H -1.04 2.15 0.49
H -1.85 2.02 -1.02
H -1.93 0.67 0.09
H 0.06 0.35 1.44
H -1.60 -1.43 1.40
H -0.32 -2.63 1.09
H -0.35 -1.99 2.64
H 2.35 -0.01 1.73
H 1.52 -0.68 2.94
H 2.10 -1.76 1.72
H -0.47 0.05 -3.28
H -1.24 -1.58 -3.47
H 0.45 -1.50 -3.90
*
```

The total energy is -1086.89336 a.u. The structure (SMILES) is CN(C)[C@]1([NH+](C)C)SP1C. The value obtained for the energy above the lowest of the compared OMol25 structures with the same formula, charge and spin is 79.4 kcal per mole. The value obtained for the gap between HOMO and LUMO is 9.36 eV. As for the molar mass: 179.25 g mol⁻¹. As for the LUMO energy: -0.1077 Ha.

Okay, here come the Mulliken numbers, in e, for every atom: C -1.014; N -0.117; C -1.021; C 0.116; N 0.345; C -0.864; C -1.168; S -0.263; P -0.286; C -0.862; H 0.400; H 0.343; H 0.365; H 0.384; H 0.366; H 0.306; H 0.523; H 0.241; H 0.505; H 0.383; H 0.358; H 0.512; H 0.499; H 0.298; H 0.343; H 0.308

***

Molecular formula: C6H16N2S
Method: DFT, ωB97M-V with the def2-TZVPD basis set

```
! RIJCOSX wB97M-V def2-TZVPD def2/J DEFGRID3
* xyz 0 1
C -0.10 -2.47 -1.05
C -0.38 -1.54 0.09
C -1.81 -0.97 -0.32
N 0.44 -0.37 0.07
C 1.88 -0.60 0.36
N -0.09 0.66 0.83
C 0.13 2.04 0.62
C 0.65 2.42 -0.65
S -1.78 2.86 0.81
H 0.10 -1.90 -1.96
H 0.76 -3.10 -0.92
H -0.99 -3.15 -1.14
H -0.35 -2.11 1.02
H -2.60 -1.74 -0.08
H -1.81 -0.93 -1.44
H -1.89 0.07 0.05
H 2.41 -0.90 -0.53
H 2.23 0.33 0.71
H 1.98 -1.42 1.15
H 0.12 0.52 1.88
H 0.59 2.54 1.44
H 0.83 1.51 -1.28
H 1.63 2.79 -0.57
H -0.02 3.07 -1.13
H -1.91 2.40 2.05
*
```

The total energy is -745.79478 a.u. The structure (SMILES) is CC(C)N(C)N[C@@H](C)S. The value obtained for the energy above the lowest of the compared OMol25 structures with the same formula, charge and spin is 2.9 kcal per mole. The value obtained for the gap between HOMO and LUMO is 9.22 eV. As for the molar mass: 148.28 g mol⁻¹. As for the LUMO energy: 0.0295 Ha.

Okay, here come the Mulliken numbers, in e, for every atom: C -1.630; C 0.338; C -0.977; N 0.245; C -1.226; N -0.339; C -0.240; C -1.073; S -0.264; H 0.397; H 0.385; H 0.377; H 0.337; H 0.362; H 0.291; H 0.225; H 0.296; H 0.452; H 0.346; H 0.277; H 0.362; H 0.272; H 0.340; H 0.333; H 0.114

***

Molecular formula: C6H16N4
Method: DFT, ωB97M-V with the def2-TZVPD basis set

```
! RIJCOSX wB97M-V def2-TZVPD def2/J DEFGRID3
* xyz 0 1
H 1.30 1.80 1.05
N 1.27 0.99 1.67
C 1.07 -0.12 1.06
N 1.40 -0.44 -0.34
C 1.55 0.69 -1.25
C 2.39 -1.49 -0.55
H 1.08 -1.03 1.66
H 2.49 1.23 -1.10
H 0.72 1.38 -1.09
H 1.52 0.31 -2.28
H 2.32 -2.25 0.22
H 3.40 -1.10 -0.57
H 2.18 -1.99 -1.51
C -0.73 -0.99 -0.63
C -1.14 -0.22 0.45
N -1.68 -0.79 1.64
N -1.43 1.16 0.24
C -2.75 1.47 -0.30
H -0.85 -0.63 -1.64
H -0.66 -2.06 -0.52
H -1.76 -1.79 1.62
H -1.15 -0.51 2.46
H -1.25 1.68 1.09
H -2.89 2.56 -0.30
H -3.57 1.01 0.27
H -2.82 1.13 -1.33
*
```

The total energy is -457.10808 a.u. The structure (SMILES) is [H]/N=C\N(C)C.C=C(N)NC. The value obtained for the energy above the lowest of the compared OMol25 structures with the same formula, charge and spin is 64.6 kcal per mole. The value obtained for the gap between HOMO and LUMO is 7.68 eV. As for the molar mass: 144.22 g mol⁻¹. As for the LUMO energy: 0.0323 Ha.

Okay, here come the Mulliken numbers, in e, for every atom: H 0.274; N -0.747; C -0.111; N 0.270; C -1.177; C -1.079; H 0.501; H 0.329; H 0.392; H 0.355; H 0.318; H 0.340; H 0.332; C -0.635; C -0.046; N -0.545; N -0.079; C -0.935; H 0.226; H 0.241; H 0.240; H 0.303; H 0.318; H 0.351; H 0.317; H 0.251

***

Molecular formula: C6H16N4
Method: DFT, ωB97M-V with the def2-TZVPD basis set

```
! RIJCOSX wB97M-V def2-TZVPD def2/J DEFGRID3
* xyz 0 1
H -2.79 -2.30 -0.51
N -2.61 -1.41 -0.97
C -2.43 -0.45 -0.16
N -2.58 -0.45 1.20
C -2.03 0.86 -0.74
N -1.72 1.82 0.03
H -1.55 2.71 -0.44
H -2.42 0.43 1.67
H -2.76 -1.30 1.68
H -2.10 0.91 -1.83
C 2.93 0.06 0.00
C 1.41 0.08 0.16
C 0.94 -1.08 1.03
C 0.77 -0.13 -1.39
N 1.03 1.32 0.78
H 3.41 0.19 0.97
H 3.25 -0.88 -0.43
H 3.26 0.87 -0.65
H 1.40 -1.00 2.02
H -0.14 -1.05 1.15
H 1.23 -2.03 0.59
H -0.25 -0.46 -1.52
H 1.31 -0.99 -1.76
H 1.04 0.75 -1.97
H 1.40 2.11 0.27
H 0.01 1.42 0.83
*
```

The total energy is -457.21105 a.u. The structure (SMILES) is [H]/N=C(N)/C=N/[H].CC(C)(C)N. The value obtained for the energy above the lowest of the compared OMol25 structures with the same formula, charge and spin is 0.0 kcal per mole. The value obtained for the gap between HOMO and LUMO is 9.05 eV. As for the molar mass: 144.22 g mol⁻¹. As for the LUMO energy: 0.0162 Ha.

Okay, here come the Mulliken numbers, in e, for every atom: H 0.213; N -0.672; C 0.338; N -0.373; C -0.024; N -0.716; H 0.227; H 0.247; H 0.202; H 0.466; C -1.797; C 1.586; C -1.395; C -1.538; N -0.709; H 0.436; H 0.368; H 0.426; H 0.420; H 0.198; H 0.332; H 0.380; H 0.443; H 0.300; H 0.325; H 0.318

***

Molecular formula: C6H16N5
Method: DFT, ωB97M-V with the def2-TZVPD basis set

```
! RIJCOSX wB97M-V def2-TZVPD def2/J DEFGRID3
* xyz 1 3
C -0.85 -1.63 0.57
C 0.77 -1.58 0.10
C 0.85 0.81 -0.20
C -0.79 0.79 0.21
C -2.51 -0.69 -0.88
C 2.88 -0.55 0.16
N -1.56 -0.45 0.18
N 1.48 -0.33 0.00
N -1.17 1.93 -0.70
N -0.61 1.22 1.53
N 1.36 1.98 -0.58
H -1.29 -2.58 0.23
H -0.82 -1.69 1.73
H 1.25 -2.27 0.88
H 0.82 -2.19 -0.87
H -3.45 -1.20 -0.39
H -2.73 0.27 -1.39
H -2.00 -1.41 -1.54
H 3.53 0.02 -0.71
H 3.23 -0.18 1.15
H 3.27 -1.58 0.09
H -1.26 1.42 -1.60
H -1.97 2.50 -0.39
H -0.05 0.81 2.27
H -1.34 1.82 1.94
H 2.26 2.05 -1.18
H 0.67 2.70 -0.61
*
```

The total energy is -511.52700 a.u. The value obtained for the gap between HOMO and LUMO (alpha / beta) is 5.57 / 5.50 eV. As for the molar mass: 158.23 g mol⁻¹. As for the LUMO energy (alpha / beta): -0.0927 / -0.2506 Ha. As for the expectation value of S²: 2.011.

Okay, here come the Mulliken numbers, in e, for every atom: C -0.861; C -0.690; C 0.087; C 0.278; C -0.909; C -1.070; N 0.337; N 0.235; N -0.722; N -0.454; N -0.418; H 0.464; H 0.368; H 0.454; H 0.338; H 0.310; H 0.365; H 0.385; H 0.288; H 0.337; H 0.420; H 0.326; H 0.237; H 0.210; H 0.195; H 0.243; H 0.246

***

Molecular formula: C6H16NO
Method: DFT, ωB97M-V with the def2-TZVPD basis set

```
! RIJCOSX wB97M-V def2-TZVPD def2/J DEFGRID3
* xyz 1 1
C 0.71 -0.37 1.82
C 1.15 -1.39 0.76
C 0.07 -1.88 -0.22
C -2.85 0.16 -1.84
C -2.00 -0.98 -1.35
C -0.90 -0.82 -0.64
N 1.14 1.02 1.47
H -0.37 -0.41 1.91
H 1.13 -0.62 2.79
H 1.90 -0.88 0.12
H 1.75 -2.19 1.20
H 0.56 -2.30 -1.08
H -0.45 -2.68 0.29
H -2.78 0.20 -2.92
H -3.88 0.07 -1.49
H -2.53 1.11 -1.42
H -2.40 -1.95 -1.62
H -0.69 0.20 -0.31
H 1.97 1.00 0.86
H 1.36 1.58 2.29
H 0.45 1.46 0.87
H 2.30 3.76 0.08
H 2.35 2.99 -1.23
O 2.00 2.93 -0.32
*
```

The total energy is -367.94063 a.u. The value obtained for the energy above the lowest of the compared OMol25 structures with the same formula, charge and spin is 26.2 kcal per mole. The value obtained for the gap between HOMO and LUMO is 9.32 eV. As for the molar mass: 118.20 g mol⁻¹. As for the LUMO energy: -0.1181 Ha.

Okay, here come the Mulliken numbers, in e, for every atom: C -0.833; C -0.619; C -0.595; C -1.166; C -0.182; C 0.115; N -0.264; H 0.458; H 0.390; H 0.347; H 0.363; H 0.379; H 0.345; H 0.305; H 0.324; H 0.297; H 0.389; H -0.169; H 0.390; H 0.344; H 0.367; H 0.311; H 0.324; O -0.622

***

Molecular formula: C6H16NO2
Method: DFT, ωB97M-V with the def2-TZVPD basis set

```
! RIJCOSX wB97M-V def2-TZVPD def2/J DEFGRID3
* xyz -1 1
C -1.58 -0.91 0.23
N -1.00 -0.47 1.54
C 0.18 -1.28 2.01
O 1.34 -1.01 1.35
C -2.01 0.19 -0.74
C -0.99 1.24 -1.19
C 0.45 0.85 -1.47
C 0.50 -0.02 -2.74
H -1.00 -1.67 -0.24
H -2.53 -1.42 0.56
H -0.87 0.53 1.71
H -0.20 -2.33 1.80
H 0.38 -1.26 3.09
H -2.25 -0.24 -1.74
H -2.79 0.86 -0.32
H -1.31 1.74 -2.12
H -0.84 2.01 -0.41
H 1.13 0.36 -0.76
H 1.05 1.73 -1.75
H 0.33 -1.05 -2.42
H -0.15 0.16 -3.59
H 1.56 -0.11 -3.08
H 3.30 0.95 0.91
H 2.12 0.25 1.66
O 2.65 1.19 1.58
*
```

The total energy is -443.41691 a.u. The value obtained for the energy above the lowest of the compared OMol25 structures with the same formula, charge and spin is 30.5 kcal per mole. The value obtained for the gap between HOMO and LUMO is 7.15 eV. As for the molar mass: 134.20 g mol⁻¹. As for the LUMO energy: 0.1364 Ha.

Okay, here come the Mulliken numbers, in e, for every atom: C -0.596; N -0.311; C -0.648; O -0.864; C -0.577; C -0.773; C 0.021; C -1.326; H 0.364; H 0.266; H 0.255; H 0.312; H 0.282; H 0.287; H 0.256; H 0.406; H 0.308; H 0.061; H 0.402; H 0.282; H 0.327; H 0.358; H 0.248; H 0.417; O -0.757

***

Molecular formula: C6H16NS
Method: DFT, ωB97M-V with the def2-TZVPD basis set

```
! RIJCOSX wB97M-V def2-TZVPD def2/J DEFGRID3
* xyz -1 1
C -0.92 -3.01 -2.18
C -0.89 -1.87 -3.17
C -0.06 -0.71 -2.64
S -0.74 -0.04 -1.12
H 0.07 -3.43 -2.06
H -1.62 -3.78 -2.51
H -1.26 -2.66 -1.16
H -0.48 -2.15 -4.14
H -1.94 -1.58 -3.33
H 0.07 0.06 -3.42
H 0.95 -1.09 -2.44
C 0.58 2.34 3.31
N 0.08 1.75 2.05
C 1.02 2.07 0.96
C -0.14 0.34 2.23
H 0.94 3.37 3.14
H 1.42 1.74 3.76
H -0.24 2.30 4.04
H 0.76 1.59 0.04
H 1.00 3.21 0.77
H 2.07 1.80 1.28
H -0.55 -0.09 1.22
H -0.90 0.15 2.92
H 0.79 -0.30 2.45
*
```

The total energy is -691.13271 a.u. The value obtained for the energy above the lowest of the compared OMol25 structures with the same formula, charge and spin is 30.8 kcal per mole. The value obtained for the gap between HOMO and LUMO is 6.21 eV. As for the molar mass: 134.27 g mol⁻¹. As for the LUMO energy: 0.1386 Ha.

Okay, here come the Mulliken numbers, in e, for every atom: C -1.090; C -0.353; C -0.759; S -0.596; H 0.298; H 0.327; H 0.283; H 0.311; H 0.234; H 0.277; H 0.239; C -0.919; N -0.078; C -0.604; C -0.596; H 0.309; H 0.312; H 0.289; H 0.109; H 0.205; H 0.272; H -0.066; H 0.363; H 0.232

***

Molecular formula: C6H16NS
Method: DFT, ωB97M-V with the def2-TZVPD basis set

```
! RIJCOSX wB97M-V def2-TZVPD def2/J DEFGRID3
* xyz 1 1
C 2.49 -2.15 -0.45
C -1.00 1.56 0.82
C -1.21 1.41 -1.58
C -2.55 0.01 -0.22
C 1.29 -1.43 0.16
C 1.44 -0.51 1.24
N -1.22 0.73 -0.30
S 2.93 0.33 1.24
H 2.73 -1.50 -1.26
H 2.10 -3.08 -0.89
H 3.33 -2.28 0.14
H -1.11 0.81 1.60
H -0.06 2.14 0.60
H -1.62 2.47 1.12
H -1.42 0.71 -2.51
H -2.02 2.12 -1.54
H -0.24 1.82 -1.67
H -2.40 -0.66 0.63
H -3.43 0.60 -0.15
H -2.59 -0.78 -1.04
H 0.47 -2.20 0.53
H 0.62 -0.87 -0.60
H 0.51 -0.29 1.70
H 2.98 1.03 2.41
*
```

The total energy is -690.76001 a.u. The value obtained for the energy above the lowest of the compared OMol25 structures with the same formula, charge and spin is 95.1 kcal per mole. The value obtained for the gap between HOMO and LUMO is 6.08 eV. As for the molar mass: 134.27 g mol⁻¹. As for the LUMO energy: -0.2260 Ha.

Okay, here come the Mulliken numbers, in e, for every atom: C -1.348; C -1.001; C -1.125; C -1.064; C 0.037; C 0.005; N 0.245; S -0.023; H 0.449; H 0.340; H 0.397; H 0.446; H 0.197; H 0.251; H 0.276; H 0.418; H 0.377; H 0.358; H 0.351; H 0.345; H 0.331; H 0.123; H 0.359; H 0.255